Record 1
The following is a DFT calculation (ωB97M-V/def2-TZVPD) of a structure of composition C5H16BF4O4Rb in a non-equilibrium geometry.

## Properties
Charge: 0
LUMO (eV): -0.5002
E (eV): -25843.705
Multiplicity: 1
Energy relative to the best compared isomer or geometry (same formula, charge and spin) (kcal per mole): 0.0
Frontier orbital gap (eV): 10.485

Element x y z (Å)
Rb  -7.624  24.182  -3.491
B  -8.512  24.066  -6.737
F  -8.111  22.921  -6.019
F  -8.253  25.169  -5.859
F  -7.754  24.304  -7.893
F  -9.869  23.971  -7.032
O  -8.559  21.413  -2.875
H  -8.363  20.814  -2.141
H  -8.618  20.836  -3.651
C  -3.768  24.709  -3.132
C  -4.034  23.726  -2.012
O  -5.219  24.049  -1.282
O  -4.793  24.638  -4.144
H  -2.798  24.452  -3.556
H  -3.779  25.727  -2.734
H  -3.177  23.806  -1.335
H  -4.092  22.712  -2.417
H  -5.398  23.344  -0.654
H  -4.440  25.127  -4.896
C  -10.501  22.427  0.431
C  -10.134  23.573  -0.501
C  -10.356  24.917  0.167
O  -8.758  23.482  -0.885
H  -11.572  22.353  0.624
H  -9.996  22.524  1.397
H  -10.173  21.464  0.027
H  -10.740  23.490  -1.414
H  -10.007  25.715  -0.486
H  -9.788  24.954  1.100
H  -11.405  25.032  0.432
H  -8.621  22.667  -1.375

Record 2
The following is a DFT calculation (ωB97M-V/def2-TZVPD) of a structure of composition C19H23NO5S in a non-equilibrium geometry.

## Properties
Charge: 0
LUMO (eV): 0.2542
E (eV): -42620.442
Multiplicity: 1
Energy relative to the best compared isomer or geometry (same formula, charge and spin) (kcal per mole): 440.1
Frontier orbital gap (eV): 8.603

Element x y z (Å)
C  -0.783  -4.946  -1.153
C  -0.310  -3.645  -0.562
C  -1.458  -2.547  -0.628
H  -2.444  -3.093  -0.131
H  -1.851  -2.586  -1.797
O  -1.248  -1.555  0.120
C  -2.157  -0.558  0.383
C  -3.363  -0.358  -0.456
C  -4.194  0.759  -0.223
C  -3.652  1.750  0.625
C  -2.486  1.943  1.216
C  -1.709  0.749  0.875
C  -0.254  0.387  1.547
O  -0.174  0.528  2.904
N  0.814  0.627  0.737
C  0.651  0.884  -0.435
C  0.195  2.117  -0.764
C  -0.962  2.646  -1.446
C  -0.856  4.217  -1.465
C  0.072  4.488  -0.504
O  0.741  3.336  -0.355
H  0.347  5.478  -0.106
H  -1.684  4.892  -1.775
H  -1.678  2.135  -1.893
H  1.709  1.019  -1.258
H  0.160  0.200  -1.050
C  2.119  0.332  1.534
C  3.243  1.534  0.908
H  3.879  1.593  1.790
H  2.879  2.226  0.513
S  4.049  0.388  -0.322
O  3.679  0.640  -1.748
O  5.463  0.208  0.073
C  3.141  -1.396  0.145
C  2.567  -1.014  1.535
H  1.811  -1.400  1.834
H  3.409  -1.047  2.113
H  2.395  -1.421  -0.315
H  3.868  -2.032  0.187
H  1.792  0.933  2.672
H  -1.984  2.479  1.969
H  -4.460  2.728  1.037
H  -5.225  0.718  -0.536
H  -3.770  -1.340  -0.895
H  0.298  -3.130  -1.124
H  -0.043  -3.879  0.473
H  -1.008  -4.887  -2.239
H  -1.555  -5.553  -0.706
H  0.028  -5.548  -1.301

Record 3
The following is a DFT calculation (ωB97M-V/def2-TZVPD) of a structure of composition C64H50CdN10O2S4.

## Properties
Charge: 0
LUMO (eV): -0.4724
E (eV): -134075.343
Multiplicity: 1
Energy relative to the best compared isomer or geometry (same formula, charge and spin) (kcal per mole): 0.0
Frontier orbital gap (eV): 5.445

Element x y z (Å)
Cd  -2.164  0.068  0.358
O  -4.322  -3.623  1.310
C  -3.890  -2.558  0.844
N  -3.453  -1.463  1.434
C  -3.515  -1.210  2.806
C  -3.726  -2.179  3.787
C  -3.746  -1.835  5.135
C  -3.558  -0.519  5.522
C  -3.335  0.465  4.566
C  -3.299  0.144  3.209
N  -3.046  1.053  2.180
C  -2.898  2.355  2.316
O  -2.815  3.072  3.327
C  -2.882  3.086  0.966
C  -2.844  4.477  0.976
C  -2.878  5.168  -0.220
C  -2.978  4.452  -1.403
C  -3.017  3.071  -1.323
N  -2.953  2.397  -0.178
C  -3.895  -2.438  -0.687
C  -4.335  -3.532  -1.432
C  -4.431  -3.420  -2.805
C  -4.084  -2.218  -3.409
C  -3.639  -1.189  -2.598
N  -3.539  -1.293  -1.274
H  -3.891  -3.199  3.474
H  -3.929  -2.601  5.878
H  -3.587  -0.248  6.571
H  -3.178  1.494  4.852
H  -2.797  4.967  1.938
H  -2.842  6.251  -0.232
H  -3.037  4.945  -2.365
H  -3.122  2.470  -2.219
H  -4.607  -4.427  -0.891
H  -4.783  -4.254  -3.402
H  -4.158  -2.075  -4.479
H  -3.345  -0.238  -3.028
N  -0.165  1.550  0.506
S  1.121  2.118  0.203
N  1.730  2.119  -1.381
S  2.431  0.918  -2.026
N  1.925  -0.533  -1.952
S  0.324  -0.994  -2.124
N  -0.581  -0.991  -1.004
C  -0.193  -0.013  -3.537
C  0.084  -0.366  -4.849
C  -0.351  0.462  -5.875
C  -1.043  1.629  -5.580
C  -1.299  1.978  -4.261
C  -0.878  1.153  -3.229
C  0.626  -2.603  -2.843
C  1.874  -3.138  -3.122
C  1.954  -4.435  -3.612
C  0.801  -5.176  -3.821
C  -0.445  -4.630  -3.534
C  -0.536  -3.342  -3.033
C  4.125  0.753  -1.501
C  4.599  -0.429  -0.962
C  5.923  -0.483  -0.548
C  6.744  0.625  -0.684
C  6.251  1.805  -1.229
C  4.932  1.876  -1.638
C  2.634  1.442  -3.716
C  2.098  2.634  -4.167
C  2.289  2.983  -5.499
C  3.009  2.153  -6.343
C  3.541  0.958  -5.870
C  3.351  0.593  -4.550
C  1.302  3.870  0.509
C  2.117  4.723  -0.221
C  2.161  6.067  0.120
C  1.396  6.541  1.179
C  0.581  5.678  1.898
C  0.526  4.333  1.563
C  2.474  1.388  1.133
C  2.261  0.058  1.462
C  3.210  -0.609  2.221
C  4.357  0.055  2.635
C  4.563  1.386  2.288
C  3.617  2.065  1.535
H  0.624  -1.277  -5.071
H  -0.150  0.192  -6.904
H  -1.382  2.271  -6.384
H  -1.827  2.896  -4.036
H  -1.060  1.406  -2.189
H  2.765  -2.549  -2.958
H  2.923  -4.867  -3.826
H  0.871  -6.188  -4.199
H  -1.346  -5.210  -3.682
H  -1.497  -2.916  -2.772
H  3.936  -1.276  -0.855
H  6.307  -1.396  -0.112
H  7.776  0.573  -0.360
H  6.894  2.669  -1.332
H  4.532  2.789  -2.063
H  1.540  3.263  -3.488
H  1.870  3.908  -5.872
H  3.156  2.434  -7.377
H  4.101  0.311  -6.532
H  3.752  -0.338  -4.167
H  2.698  4.341  -1.050
H  2.788  6.745  -0.444
H  1.433  7.591  1.440
H  -0.024  6.047  2.715
H  -0.126  3.651  2.095
H  1.341  -0.420  1.142
H  3.040  -1.641  2.502
H  5.092  -0.461  3.239
H  5.456  1.901  2.619
H  3.761  3.108  1.281
S  0.516  -3.802  5.641
C  0.072  -2.766  4.257
C  -0.112  -3.319  2.996
C  -0.476  -2.479  1.957
N  -0.624  -1.168  2.109
C  -0.420  -0.637  3.310
C  -0.079  -1.398  4.420
C  -1.116  -4.219  6.231
C  -1.509  -3.838  7.504
C  -2.761  -4.235  7.955
N  -3.614  -4.951  7.231
C  -3.230  -5.292  6.002
C  -1.998  -4.962  5.461
H  0.007  -4.382  2.833
H  -0.671  -2.864  0.961
H  -0.555  0.436  3.388
H  0.045  -0.935  5.389
H  -0.858  -3.244  8.131
H  -3.093  -3.953  8.949
H  -3.944  -5.862  5.416
H  -1.740  -5.273  4.458

> Which of these has the highest energy relative to the best compared isomer or geometry (same formula, charge and spin)?

C19H23NO5S